DFT (the ωB97M-V functional and the def2-TZVPD basis) results for a molecular structure, C55H73N7Ti.

Computed properties:
HOMO (spin up / spin down) = -3.2014 / -4.1132 eV
orbital gap (spin up / spin down) = 5.1 / 5.5 eV
spin multiplicity = 2
net charge = -1
LUMO (spin up / spin down) = 0.071 / 0.049 hartree

Element x y z (Å)
1 Ti -0.515 -0.089 0.812
2 C -0.916 6.250 -3.257
3 C 0.264 5.383 -2.816
4 C -0.180 4.119 -2.143
5 C -0.785 3.990 -0.943
6 C -1.172 5.047 0.037
7 C -2.688 5.208 0.152
8 C -0.897 2.548 -0.631
9 C -1.008 1.917 0.555
10 C -0.989 0.599 -2.100
11 C -1.593 0.051 -3.223
12 C -1.987 0.801 -4.457
13 C -3.500 0.870 -4.661
14 C -1.811 -1.319 -2.900
15 C -1.305 -1.515 -1.615
16 C -0.927 -2.689 -0.879
17 C 0.165 -2.665 -0.052
18 N 0.889 -1.489 0.171
19 C 2.200 -1.866 0.179
20 C 3.231 -1.147 -0.399
21 C 3.096 -0.091 -1.333
22 N 1.962 0.599 -1.597
23 C 2.229 1.369 -2.673
24 C 1.387 2.430 -3.137
25 C 0.178 2.762 -2.594
26 N -0.575 1.900 -1.820
27 C 3.590 1.176 -3.131
28 C 4.151 0.275 -2.271
29 C 5.529 -0.306 -2.334
30 C 5.644 -1.455 -3.336
31 C 4.213 1.822 -4.327
32 C 3.663 1.290 -5.651
33 C 2.270 -3.310 0.452
34 C 1.016 -3.799 0.303
35 C 0.537 -5.217 0.333
36 C 0.788 -5.996 -0.957
37 C 3.529 -4.092 0.674
38 C 4.317 -4.419 -0.596
39 N -0.856 -0.311 -1.132
40 C -2.380 -2.400 -3.769
41 C -1.544 -2.701 -5.012
42 H -0.583 7.080 -3.882
43 H -1.449 6.665 -2.403
44 H -1.632 5.659 -3.829
45 H 0.916 5.955 -2.148
46 H 0.871 5.134 -3.688
47 H -0.703 5.997 -0.233
48 H -0.767 4.774 1.017
49 H -3.119 5.533 -0.796
50 H -2.955 5.936 0.919
51 H -3.153 4.256 0.411
52 H -1.265 2.546 1.401
53 H -1.520 0.365 -5.347
54 H -1.583 1.815 -4.390
55 H -3.923 -0.119 -4.841
56 H -3.758 1.502 -5.513
57 H -3.989 1.274 -3.774
58 H -1.369 -3.648 -1.121
59 H 4.218 -1.586 -0.315
60 H 1.865 3.171 -3.768
61 H 5.830 -0.654 -1.342
62 H 6.246 0.477 -2.600
63 H 4.930 -2.246 -3.102
64 H 6.646 -1.888 -3.341
65 H 5.416 -1.109 -4.345
66 H 5.296 1.677 -4.290
67 H 4.058 2.907 -4.289
68 H 3.823 0.214 -5.729
69 H 4.140 1.773 -6.506
70 H 2.588 1.459 -5.717
71 H -0.534 -5.216 0.553
72 H 1.007 -5.734 1.176
73 H 0.350 -5.480 -1.814
74 H 0.353 -6.995 -0.903
75 H 1.855 -6.103 -1.151
76 H 3.265 -5.026 1.179
77 H 4.178 -3.548 1.368
78 H 3.704 -4.972 -1.308
79 H 5.194 -5.026 -0.360
80 H 4.659 -3.518 -1.101
81 H -3.404 -2.150 -4.064
82 H -2.468 -3.313 -3.172
83 H -1.451 -1.823 -5.651
84 H -1.985 -3.502 -5.607
85 H -0.535 -3.003 -4.727
86 C -0.891 1.293 3.640
87 C -1.785 0.264 4.011
88 C -1.146 -0.958 3.662
89 C 0.114 -0.629 3.061
90 C 0.299 0.790 3.117
91 C 1.603 1.565 3.034
92 C 1.343 3.072 3.008
93 C 2.401 1.185 1.800
94 C 2.439 1.236 4.280
95 C -1.527 -2.413 3.939
96 C -1.343 -2.679 5.447
97 C -0.583 -3.392 3.234
98 C -2.940 -2.797 3.472
99 C -3.169 0.643 4.573
100 C -4.245 0.663 3.478
101 C -3.116 2.072 5.146
102 C -3.652 -0.234 5.732
103 H -1.094 2.345 3.756
104 H 0.924 -1.339 2.948
105 H 0.742 3.352 2.140
106 H 2.295 3.605 2.943
107 H 0.829 3.412 3.908
108 H 1.853 1.367 0.868
109 H 2.686 0.136 1.832
110 H 3.324 1.769 1.725
111 H 1.897 1.507 5.188
112 H 3.387 1.782 4.266
113 H 2.660 0.168 4.325
114 H -0.309 -2.472 5.728
115 H -1.553 -3.731 5.664
116 H -1.984 -2.067 6.074
117 H 0.444 -3.319 3.595
118 H -0.582 -3.232 2.158
119 H -0.929 -4.413 3.422
120 H -3.667 -2.000 3.581
121 H -3.299 -3.664 4.033
122 H -2.927 -3.063 2.414
123 H -3.921 1.269 2.631
124 H -5.171 1.092 3.870
125 H -4.481 -0.332 3.106
126 H -3.003 2.821 4.364
127 H -2.294 2.190 5.854
128 H -4.052 2.286 5.666
129 H -3.774 -1.278 5.464
130 H -4.626 0.131 6.069
131 H -2.964 -0.179 6.579
132 N -2.415 -0.672 1.069
133 C -3.497 -0.611 0.611
134 N -4.654 -0.696 0.130
135 C -5.613 0.199 0.266
136 N -6.519 0.914 0.341